# 1
{"formula": "C2H2N2O2S", "method": "ωB97M-V with the def2-TZVPD basis set", "species": ["O", "C", "N", "C", "S", "O", "N", "H", "H"], "coordinates": [[1.6558, -0.0811, -1.2003], [0.5327, 0.0476, -0.5171], [-0.3433, 0.9727, -0.6939], [-1.3076, 0.7499, 0.2526], [-2.6794, 1.5622, 0.5612], [-0.9779, -0.3711, 1.0110], [0.2049, -0.8890, 0.4552], [2.0395, -0.9752, -1.0672], [0.8752, -1.0159, 1.1984]], "forces_ev_per_angstrom": [[0.227, -0.597, 0.041], [-0.177, -0.077, 0.150], [0.540, -0.246, -0.187], [-0.558, 0.113, 0.385], [0.310, -0.193, -0.076], [-0.006, 0.020, -0.075], [-0.248, 0.324, -0.386], [-0.298, 0.702, -0.091], [0.211, -0.047, 0.240]], "relative_energy_ev": 1.351, "mol_weight_da": 118.12, "lumo_energy_ev": -0.11, "total_energy_ha": -735.5376, "smiles": "Oc1nc(=S)o[nH]1", "homo_lumo_gap_ev": 8.66}


# 2
{"formula": "C2H2N2O2S", "method": "ωB97M-V with the def2-TZVPD basis set", "species": ["O", "C", "O", "N", "N", "C", "S", "H", "H"], "coordinates": [[-1.7919, -1.5517, -0.2239], [-0.8809, -0.8468, -0.0393], [0.4021, -1.3552, 0.1206], [1.3219, -0.4389, 0.4390], [0.5893, 0.8782, -0.2442], [-0.6963, 0.6577, -0.1379], [-1.8585, 1.7154, 0.0842], [2.0911, -0.7626, -0.1736], [0.8232, 1.7038, 0.1752]], "forces_ev_per_angstrom": [[-1.176, -0.476, 0.209], [1.580, 0.358, -0.839], [-2.071, -2.235, 0.063], [0.148, 3.212, -0.871], [2.491, -3.832, -0.425], [-0.998, -1.778, 0.725], [-1.321, 1.091, -0.124], [-0.182, 1.094, -0.016], [1.530, 2.565, 1.279]], "relative_energy_ev": 3.081, "mol_weight_da": 118.12, "lumo_energy_ev": -0.73, "total_energy_ha": -735.4741, "smiles": "O=c1o[nH][nH]c1=S", "homo_lumo_gap_ev": 8.55}


# 3
{"formula": "C2H2N2O3", "method": "ωB97M-V with the def2-TZVPD basis set", "species": ["N", "C", "C", "O", "N", "O", "O", "H", "H"], "coordinates": [[1.4708, -2.0761, 0.4780], [0.7939, -1.2196, 0.1379], [-0.2557, -0.3380, -0.3199], [-1.1965, -0.4336, 0.6890], [0.4692, 1.2109, 0.0139], [1.1556, 1.6728, -0.8332], [0.0389, 1.7277, 1.0016], [-0.5080, -0.4849, -1.3893], [-1.9682, -0.0592, 0.2220]], "forces_ev_per_angstrom": [[0.492, -0.053, 0.208], [0.255, -0.892, -0.807], [1.677, 0.918, 2.594], [-1.199, 0.332, -2.536], [-2.562, -1.159, -0.754], [1.288, 0.328, -0.836], [0.411, 0.052, 0.325], [-0.038, 0.642, 0.698], [-0.324, -0.167, 1.109]], "relative_energy_ev": 4.360, "mol_weight_da": 102.05, "lumo_energy_ev": -0.08, "total_energy_ha": -412.4908, "smiles": "N#C[C@@H](O)[N+](=O)[O-]", "homo_lumo_gap_ev": 10.97}


# 4
{"formula": "C2H2N2O4", "method": "ωB97M-V with the def2-TZVPD basis set", "species": ["C", "C", "O", "O", "N", "N", "O", "O", "H", "H"], "coordinates": [[-1.0019, 0.2100, -0.4387], [1.1563, -0.5038, 0.2652], [2.0269, -0.1806, -0.6908], [-1.7487, -0.7952, -0.0279], [-0.7370, 1.2017, 0.8112], [0.3748, 0.9616, 1.0972], [-0.7335, 0.6475, -1.5181], [1.1873, -1.4947, 0.9227], [1.6797, 0.5494, -1.2272], [-2.2038, -0.5960, 0.8065]], "forces_ev_per_angstrom": [[-2.969, 3.854, 1.526], [1.033, 0.951, 2.164], [-0.509, -0.101, -0.149], [0.340, -0.519, -0.936], [-2.486, -1.445, -2.888], [3.925, -1.840, 0.376], [0.519, -1.606, 0.545], [-0.347, 0.599, -0.786], [0.029, 0.022, 0.134], [0.465, 0.084, 0.014]], "relative_energy_ev": 1.887, "mol_weight_da": 118.05, "lumo_energy_ev": -0.72, "total_energy_ha": -487.7844, "homo_lumo_gap_ev": 8.20}


# 5
{"formula": "C2H2N2O4", "method": "ωB97M-V with the def2-TZVPD basis set", "species": ["H", "N", "C", "O", "C", "O", "O", "N", "O", "H"], "coordinates": [[-1.9293, 0.8712, -1.8723], [-2.0031, 0.1692, -1.1865], [-0.8708, -0.0779, -0.6788], [-0.9186, -0.5876, 0.6492], [0.3079, -0.7517, 1.1263], [0.7587, -1.4552, 1.9487], [1.2193, -0.1373, 0.1908], [0.6026, 0.3995, -0.8924], [0.6534, 1.9231, -0.9029], [1.4075, 2.1808, -1.3463]], "forces_ev_per_angstrom": [[0.133, 0.691, -1.756], [2.362, -1.103, 1.449], [-0.849, 2.860, 1.737], [0.158, -0.414, -1.126], [1.977, -0.206, -2.244], [-0.653, 0.344, 0.900], [0.089, 0.125, 1.454], [-2.035, 0.606, -1.434], [-4.074, -2.921, 2.847], [2.893, 0.019, -1.826]], "relative_energy_ev": 2.893, "mol_weight_da": 118.05, "lumo_energy_ev": -0.26, "total_energy_ha": -487.7474, "smiles": "[H]/N=c1/oc(=O)on1O", "homo_lumo_gap_ev": 10.42}


# 6
{"formula": "C2H2N2O4", "method": "ωB97M-V with the def2-TZVPD basis set", "species": ["C", "C", "N", "N", "O", "O", "O", "O", "H", "H"], "coordinates": [[-1.2177, 0.0684, -2.9951], [0.5858, -1.7228, 3.0677], [-0.2899, 2.0285, -0.6484], [0.4438, 1.3300, -0.0483], [0.7071, -2.8709, 2.9328], [0.4058, -0.6057, 3.2907], [-0.1408, 0.1426, -3.3916], [-2.2673, -0.1150, -2.5409], [0.3731, 0.1677, -0.0866], [1.4001, 1.5772, 0.4196]], "forces_ev_per_angstrom": [[-0.705, -0.675, 0.877], [-0.339, -1.178, 0.562], [-0.626, 1.054, -0.294], [2.158, -3.658, 0.338], [0.192, 0.456, -0.307], [0.153, 0.718, -0.270], [0.892, 0.416, -0.586], [-0.206, 0.300, -0.228], [0.015, 2.377, 0.342], [-1.534, 0.189, -0.433]], "relative_energy_ev": 0.000, "mol_weight_da": 118.05, "lumo_energy_ev": -0.02, "total_energy_ha": -487.8537, "homo_lumo_gap_ev": 8.47}


# 7
{"formula": "C2H2N2OS", "method": "ωB97M-V with the def2-TZVPD basis set", "species": ["N", "C", "O", "H", "N", "C", "S", "H"], "coordinates": [[1.4589, -0.6268, -1.6361], [0.3332, -0.6304, -2.0518], [-0.7413, -0.4730, -2.4360], [1.5951, -1.0936, -0.6934], [-0.5558, 1.3954, 2.0882], [-0.5561, 0.2939, 1.6438], [-0.3453, -1.0038, 0.9081], [-1.1887, 2.1383, 2.1771]], "forces_ev_per_angstrom": [[1.818, -1.265, 1.794], [-0.540, 0.666, 0.377], [-1.020, -0.200, -0.847], [0.003, 0.898, -1.770], [0.566, -0.354, 0.607], [-0.108, 3.027, 0.617], [0.039, -3.542, -0.931], [-0.758, 0.771, 0.153]], "relative_energy_ev": 0.420, "mol_weight_da": 102.12, "lumo_energy_ev": 0.58, "total_energy_ha": -660.3322, "smiles": "N=C=O.N=C=S", "homo_lumo_gap_ev": 10.51}


# 8
{"formula": "C2H2N2OS2", "method": "ωB97M-V with the def2-TZVPD basis set", "species": ["O", "C", "N", "S", "C", "N", "S", "H", "H"], "coordinates": [[1.3116, -1.1198, 1.9765], [0.6921, -0.6583, 1.0516], [0.3029, 0.6546, 0.9233], [0.1174, 1.5802, -0.5386], [-0.8317, 0.2888, -1.4330], [-0.8169, -0.9665, -1.2847], [0.4216, -1.7288, -0.3854], [0.3874, 1.2115, 1.7712], [-1.5844, 0.7384, -2.0810]], "forces_ev_per_angstrom": [[-0.687, 0.213, 0.216], [1.327, 0.012, -1.129], [-0.257, 0.296, 0.280], [-0.291, -2.114, 0.025], [-0.433, 0.766, 0.568], [0.737, 0.620, -0.205], [-0.497, 0.547, 0.596], [-0.015, -0.203, -0.273], [0.115, -0.138, -0.078]], "relative_energy_ev": 0.243, "mol_weight_da": 134.19, "lumo_energy_ev": -0.15, "total_energy_ha": -1058.5047, "smiles": "O=C1NSC=NS1", "homo_lumo_gap_ev": 9.15}